[1]
This record from the OMol25 dataset describes C5H7NO in the gas phase. The level of theory is ωB97M-V/def2-TZVPD.

Computed properties:
- SMILES string = Cc1occc1N
- relative energy (zero: lowest compared OMol25 entry of this formula, charge and spin) (kcal per mole) = 28.4
- energy (Ha) = -324.67918
- gap between HOMO and LUMO (Eh) = 0.3227
- LUMO level (eV) = 1.03
- maximum force (eV/A) = 0.429
- HOMO level (eV) = -7.749

CARTESIAN COORDINATES (ANGSTROEM)
C (-1.56589, -1.12626, 0.16644)
C (-0.32554, -0.39262, 0.53204)
O (0.69106, -1.28526, 0.77597)
C (1.80875, -0.77882, 0.24377)
C (1.59098, 0.46259, -0.26248)
C (0.19492, 0.72963, -0.05007)
N (-0.53889, 1.82937, -0.52922)
H (-2.33226, -0.44811, -0.20762)
H (-1.24133, -1.76591, -0.66580)
H (-1.95450, -1.77936, 0.95062)
H (2.63992, -1.46164, 0.23770)
H (2.29190, 1.07246, -0.81445)
H (0.04577, 2.56576, -0.89808)
H (-1.18550, 2.22018, 0.14596)

=====

[2]
This record from the OMol25 dataset describes C4H5I in the gas phase at a distorted geometry. The level of theory is ωB97M-V/def2-TZVPD.

Computed properties:
- relative energy (zero: lowest compared OMol25 entry of this formula, charge and spin) (kcal per mole) = 37.8
- energy (Ha) = -452.85025
- gap between HOMO and LUMO (spin up / spin down) (Eh) = 0.2321 / 0.2516
- spin multiplicity = 3
- LUMO level (spin up / spin down) (eV) = 0.47 / -2.62
- maximum force (eV/A) = 9.508
- HOMO level (spin up / spin down) (eV) = -5.842 / -9.471

CARTESIAN COORDINATES (ANGSTROEM)
C (0.58567, 1.42627, -0.43285)
C (1.35109, 0.85365, 0.49713)
C (-0.10321, 0.61137, 0.59384)
C (-0.71852, -0.72344, 0.17399)
I (-1.37490, 1.70455, 2.02604)
H (0.44171, 2.22588, -1.15039)
H (2.36645, 0.71720, 1.06697)
H (-1.77786, -0.60819, -0.38524)
H (-1.00980, -1.33286, 1.08264)
H (-0.10059, -1.39627, -0.38478)

=====

[3]
This record from the OMol25 dataset describes C18H17N5O in the gas phase at a distorted geometry. The level of theory is ωB97M-V/def2-TZVPD.

Computed properties:
- SMILES string = Nc1nc(Nc2cccc3ccccc23)nc([C@H]2CCCC2=O)n1
- relative energy (zero: lowest compared OMol25 entry of this formula, charge and spin) (kcal per mole) = 68.0
- energy (Ha) = -1045.08853
- gap between HOMO and LUMO (Eh) = 0.2837
- LUMO level (eV) = 0.00
- maximum force (eV/A) = 5.773
- HOMO level (eV) = -7.716

CARTESIAN COORDINATES (ANGSTROEM)
N (3.37802, -1.18194, -1.12246)
C (2.48909, -0.41316, -0.53094)
N (1.48384, -0.19095, -1.33309)
C (0.65390, 0.68239, -0.72636)
N (-0.38309, 1.42924, -1.19563)
C (-1.13387, 1.00306, -2.26104)
C (-0.51643, 0.63020, -3.51191)
C (-1.19977, 0.13668, -4.60652)
C (-2.62278, -0.21817, -4.43452)
C (-3.27505, -0.12937, -3.09592)
C (-4.52420, -0.64481, -2.74649)
C (-4.96941, -0.60123, -1.40775)
C (-4.23177, -0.00153, -0.44214)
C (-2.99304, 0.59487, -0.76425)
C (-2.46420, 0.49699, -2.06997)
N (0.70298, 0.99208, 0.56617)
C (1.73973, 0.59658, 1.31212)
C (1.65246, 0.87493, 2.88087)
C (1.12606, -0.49078, 3.54661)
C (2.35386, -1.20534, 4.03369)
C (3.31665, -0.13710, 4.29830)
C (2.98735, 1.05810, 3.36426)
O (3.76127, 1.95160, 3.03423)
N (2.75699, -0.08888, 0.69566)
H (3.61484, -0.82739, -2.04929)
H (4.09499, -1.11352, -0.45029)
H (-0.79523, 2.00579, -0.49585)
H (0.64352, 0.69402, -3.52430)
H (-0.74854, -0.02401, -5.60769)
H (-3.12909, -0.72710, -5.22695)
H (-5.04603, -1.17530, -3.54071)
H (-5.89820, -1.09009, -1.19339)
H (-4.54237, -0.12286, 0.55187)
H (-2.47060, 0.97837, 0.08194)
H (0.96348, 1.60898, 3.03494)
H (0.52162, -0.13543, 4.35788)
H (0.52385, -1.08636, 2.88862)
H (2.18501, -1.77968, 4.91497)
H (2.68247, -1.85291, 3.22393)
H (4.31109, -0.67717, 4.31563)
H (3.00061, 0.18118, 5.23579)

=====

[4]
This record from the OMol25 dataset describes a molecular structure, C28H61NNbO10 at a distorted geometry. The level of theory is ωB97M-V/def2-TZVPD.

Computed properties:
- relative energy (zero: lowest compared OMol25 entry of this formula, charge and spin) (kcal per mole) = 4.9
- energy (Ha) = -1967.29951
- gap between HOMO and LUMO (Eh) = 0.1999
- charge = -1
- LUMO level (eV) = 1.90
- maximum force (eV/A) = 2.429
- HOMO level (eV) = -3.536

CARTESIAN COORDINATES (ANGSTROEM)
N (2.69190, -0.90367, 0.90521)
C (1.88907, -0.12021, -0.06720)
Nb (0.63505, 1.56497, 0.82631)
C (-1.37697, 0.44171, 0.64258)
C (-2.56543, 1.33343, 0.45476)
O (-3.91272, 0.70121, 0.66361)
C (-3.99111, -0.62239, 0.53909)
O (-3.97071, -1.23584, -0.50356)
H (3.65117, -0.99523, 0.60186)
H (2.67756, -0.47440, 1.81658)
H (2.51433, 0.24846, -0.88182)
H (1.15779, -0.80252, -0.52095)
H (0.83423, 0.82851, 2.52940)
H (2.17898, 2.48703, 1.19973)
H (0.50149, 2.32500, -0.85643)
H (-0.16285, 2.99690, 1.61962)
H (-1.26606, -0.18897, -0.24568)
H (-1.45021, -0.18054, 1.53760)
H (-2.56933, 1.77577, -0.54095)
H (-2.55552, 2.16197, 1.15986)
H (-4.13357, -1.14307, 1.49891)
C (-0.60633, 6.78520, 1.51414)
C (-1.57738, 5.98055, 0.67653)
O (-1.38666, 4.81323, 0.45427)
C (-2.79216, 6.71772, 0.15816)
H (0.21073, 6.13890, 1.82706)
H (-0.20889, 7.61982, 0.93257)
H (-1.11687, 7.18471, 2.39271)
H (-2.49137, 7.55534, -0.47451)
H (-3.36944, 7.09732, 1.00343)
H (-3.40242, 6.02949, -0.42374)
C (-0.59637, -3.73840, -1.34319)
C (0.76968, -3.84782, -1.98282)
O (1.58583, -2.96838, -1.86298)
C (1.04548, -5.10438, -2.77660)
H (-0.67319, -2.79612, -0.80573)
H (-1.37802, -3.77871, -2.10500)
H (-0.74581, -4.56392, -0.64495)
H (0.33424, -5.18216, -3.60191)
H (0.96016, -5.98266, -2.13717)
H (2.05312, -5.05950, -3.18476)
C (-0.82247, -4.20817, -8.39557)
C (-0.64518, -4.48488, -6.91930)
O (0.05438, -5.38791, -6.52722)
C (-1.38539, -3.57596, -5.96950)
H (-0.24271, -4.92530, -8.97164)
H (-1.87549, -4.29318, -8.66864)
H (-0.48231, -3.19843, -8.63010)
H (-2.45905, -3.64378, -6.15216)
H (-1.06456, -2.54324, -6.11185)
H (-1.17820, -3.87476, -4.94540)
C (-4.21129, 9.52466, 4.84648)
C (-4.39752, 8.36219, 3.89881)
O (-3.86091, 8.33912, 2.81534)
C (-5.27857, 7.23446, 4.36610)
H (-3.55671, 10.26408, 4.39133)
H (-5.17607, 9.98353, 5.06821)
H (-3.76712, 9.17687, 5.78032)
H (-6.28542, 7.59249, 4.56525)
H (-4.86748, 6.80000, 5.27972)
H (-5.32154, 6.46936, 3.59544)
C (2.77825, -9.26107, -0.86849)
C (2.97858, -7.89099, -0.25536)
O (2.11645, -7.04852, -0.31032)
C (4.30348, -7.63558, 0.41878)
H (1.79116, -9.31646, -1.32126)
H (3.53487, -9.44310, -1.63359)
H (2.86581, -10.03138, -0.10029)
H (5.11585, -7.75058, -0.29810)
H (4.45038, -8.34434, 1.23570)
H (4.32611, -6.62541, 0.81523)
C (-10.36133, 5.42589, 4.86564)
C (-8.99408, 5.58125, 4.24241)
O (-8.33770, 6.58399, 4.39849)
C (-8.48737, 4.42485, 3.41692)
H (-10.60792, 6.32143, 5.43063)
H (-11.11103, 5.27252, 4.08800)
H (-10.37175, 4.56377, 5.53416)
H (-9.16574, 4.23275, 2.58426)
H (-8.42622, 3.52443, 4.02995)
H (-7.50033, 4.65711, 3.02585)
C (8.74864, -8.24092, 1.53100)
C (8.05132, -7.15929, 0.73755)
O (7.01817, -6.66396, 1.11374)
C (8.71142, -6.72917, -0.55164)
H (8.17589, -8.45709, 2.42939)
H (8.83594, -9.14898, 0.93188)
H (9.74998, -7.91232, 1.81353)
H (8.79751, -7.57886, -1.23142)
H (9.71135, -6.34173, -0.35013)
H (8.11450, -5.95184, -1.02182)
C (5.22585, 2.20877, -2.81335)
C (4.96108, 2.65080, -1.38822)
O (4.38102, 1.94845, -0.60562)
C (5.45635, 4.02881, -1.00087)
H (4.81764, 1.21160, -2.95939)
H (4.75114, 2.89700, -3.51504)
H (6.30009, 2.19301, -3.00990)
H (4.98992, 4.78674, -1.63277)
H (6.54023, 4.08889, -1.12241)
H (5.19658, 4.21992, 0.03726)

=====

[5]
This record from the OMol25 dataset describes 2 unconnected molecules or ions with the total composition C2H3INO3 at a distorted geometry. The level of theory is ωB97M-V/def2-TZVPD.

Computed properties:
- relative energy (zero: lowest compared OMol25 entry of this formula, charge and spin) (kcal per mole) = 35.1
- energy (Ha) = -655.67905
- gap between HOMO and LUMO (spin up / spin down) (Eh) = 0.2943 / 0.2943
- charge = +1
- LUMO level (spin up / spin down) (eV) = -5.98 / -5.97
- maximum force (eV/A) = 5.320
- HOMO level (spin up / spin down) (eV) = -13.983 / -13.981

CARTESIAN COORDINATES (ANGSTROEM)
C (0.90006, -0.81798, 0.31698)
C (1.59166, 0.38489, 0.60590)
N (-1.68744, -1.36851, -0.49265)
O (0.42248, -1.81418, 0.03779)
O (2.85807, 0.02218, 1.13867)
O (-1.37961, -0.22227, -0.50941)
I (4.40315, -0.33568, -0.13270)
H (0.95057, 0.80741, 1.45544)
H (1.81272, 0.81544, -0.42233)
H (-2.43742, -1.80496, -1.18062)